[1]
Below is a molecular structure, AlBH4, with properties calculated with ωB97M-V/def2-TZVPD.

The value obtained for the energy above the lowest of the compared OMol25 structures with the same formula, charge and spin is 320.4 kJ/mol. Its total charge is +2. The calculation puts the HOMO energy at -23.213 eV. As for the LUMO energy: -18.06 eV. The value obtained for the HOMO-LUMO gap is 0.1895 hartree.

Each line ends with the Löwdin charge.
Atoms and positions in Å:
1 H 0.26298 -0.30498 -0.90252  -0.02
2 B 0.47950 0.12615 0.06261  -0.05
3 Al -2.38385 -0.58756 -0.33160  1.74
4 H 1.54627 0.18323 0.21416  0.27
5 H 0.01916 1.09984 0.12784  0.02
6 H 0.07596 -0.51668 0.82954  0.04

=====

[2]
Below is a molecular structure, AlF2N2O7S2, with properties calculated with ωB97M-V/def2-TZVPD.

The value obtained for the energy above the lowest of the compared OMol25 structures with the same formula, charge and spin is 161.3 kJ/mol. Its total charge is +1. The calculation puts the HOMO energy at -12.466 eV. As for the LUMO energy: -10.87 eV. The value obtained for the HOMO-LUMO gap is 0.0585 hartree.

Each line ends with the Löwdin charge.
Atoms and positions in Å:
1 S -0.06316 -1.98763 1.42844  0.48
2 O 0.73394 -1.77227 2.64056  -0.16
3 O -2.61666 -3.46059 1.62458  -0.22
4 O -0.02732 -3.32066 0.85932  -0.16
5 O 2.20828 3.41638 -3.47629  0.23
6 F 0.79079 -1.12215 0.35240  -0.20
7 O -1.95647 -2.15163 3.65299  -0.19
8 Al -3.10637 2.79957 -1.99207  1.00
9 F -3.56393 -1.31331 2.19456  -0.21
10 N -1.32570 -1.08772 1.21690  -0.11
11 O 4.04357 3.60620 -4.43838  0.30
12 S -2.17609 -2.18265 2.24299  0.60
13 O 3.74463 4.69925 -2.74025  0.26
14 N 3.31449 3.87721 -3.56574  -0.61

=====

[3]
Below is a molecular structure, AlH12O6, with properties calculated with ωB97M-V/def2-TZVPD.

Its multiplicity is 2. The value obtained for the energy above the lowest of the compared OMol25 structures with the same formula, charge and spin is 107.4 kJ/mol. Its total charge is +4. The calculation puts the HOMO energy (spin up / spin down) at -28.089 / -28.067 eV. As for the LUMO energy (spin up / spin down): -23.37 / -23.41 eV. The value obtained for the HOMO-LUMO gap (spin up / spin down) is 0.1735 / 0.1713 hartree.

Each line ends with the Löwdin charge.
Atoms and positions in Å:
1 H -2.32148 2.10657 1.13116  0.14
2 O -0.60462 -0.41746 2.42728  0.09
3 H 2.29708 -0.13923 -2.51119  0.11
4 O -1.41705 1.93046 0.87187  0.14
5 O 1.44038 1.28667 0.71884  -0.01
6 O -2.02680 -2.53175 0.76461  0.15
7 O 0.42644 -0.35426 -3.42952  0.21
8 H -1.31806 -0.22030 3.03422  0.12
9 Al -0.44420 -0.48525 -0.56665  1.66
10 O 2.34113 -0.11470 -1.55531  0.32
11 H 2.56592 0.79248 -1.34864  0.14
12 H 0.13042 -0.65841 2.99110  0.13
13 H -2.03317 -3.48048 0.63776  0.14
14 H -2.94657 -2.30085 0.89479  0.12
15 H 1.02075 1.75467 1.44073  0.07
16 H 0.83897 0.32359 -3.96484  0.15
17 H 2.29694 1.70413 0.62790  0.11
18 H 0.67319 -1.17698 -3.85200  0.15
19 H -0.91926 1.98112 1.68788  0.07

=====

Calculated largest force on an atom (eV/A), listed in the same order as above: 10.99; 9.42; 2.59